DFT (the ωB97M-V functional and the def2-TZVPD basis) results for a single CH5N3 molecule.

Geometry as XYZ:
```
9
Properties=species:S:1:pos:R:3:forces:R:3:mulliken_charge:R:1
C -0.0095 -0.0991 0.0573 -0.540 0.782 -0.045 0.58
H -0.2797 -0.7248 -1.8973 0.702 2.035 1.066 0.21
H 0.2877 1.0357 -1.7324 -0.542 -2.420 0.917 0.20
H 1.1135 1.6119 0.5028 0.650 1.415 -0.599 0.18
H 0.2472 0.7496 1.8066 1.358 0.715 -1.895 0.27
H -1.3900 -1.3716 -0.1366 1.217 0.288 1.458 0.17
N 0.0626 0.0827 -1.2987 0.250 0.487 -2.373 -0.47
N 0.6900 0.8074 0.8374 -2.173 -2.794 2.731 -0.47
N -0.7413 -0.9909 0.6204 -0.922 -0.508 -1.260 -0.69
```
Positions in Å, forces in eV/Å.

Results
Total charge = 0
E_HOMO = -8.748 eV
Gap between HOMO and LUMO = 9.57 eV
SMILES string = N=C(N)N
Lowest unoccupied orbital energy = 0.0301 Eh
Energy above the lowest of the compared OMol25 structures with the same formula, charge and spin = 78.6 kJ/mol